Record 1
95
Properties=species:S:1:pos:R:3:forces:R:3:lowdin_charge:R:1 method="wB97M-V/def2-TZVPD" smiles="C#C[C@@]1(CC=C)C(=O)O[C@](Cl)(CCCCCCCCCOC)[C@@]1(CC=O)COCC.CCOC(=O)C(F)(F)F.CCOC(=O)C(F)(F)F" spin_multiplicity=1 homo_lumo_gap_ev=7.9 homo_ha=-0.28788 mol_weight_da=725.2
C 7.2115 -1.4492 3.0541 0.4 -0.7 -0.1 0.126
C 6.0042 -1.5369 3.1275 -1.1 0.2 -1.8 -0.075
C 4.4888 -1.7750 2.7650 1.8 -1.0 2.1 -0.224
C 4.4021 -3.2608 2.1504 0.7 0.9 0.0 -0.102
C 5.6217 -4.1897 2.4756 0.0 -1.0 -1.6 -0.159
C 6.0437 -5.0583 1.4286 -0.5 1.3 0.9 -0.023
C 3.7557 -1.9795 4.1898 0.3 1.3 -2.2 -0.453
O 4.1602 -2.4544 5.1979 -1.2 0.0 -1.0 0.171
O 2.4763 -1.3730 3.9114 0.0 0.5 1.0 -0.068
C 2.8538 -0.0909 3.3302 -0.4 -0.2 -0.1 -0.580
Cl 3.8346 0.6329 4.7487 0.5 0.3 -1.0 0.748
C 1.7226 0.9963 3.1423 -1.2 -1.1 1.2 -0.159
C 0.3488 0.3421 2.6934 -0.1 0.6 -1.1 -0.210
C -0.9477 1.1321 3.1537 0.2 -0.3 -1.5 -0.184
C -2.1384 0.6686 2.1712 0.4 -0.8 1.1 -0.199
C -3.5027 0.3565 2.9399 -0.4 0.0 -1.8 -0.188
C -4.6883 0.8241 1.9692 0.4 -1.1 0.7 -0.229
C -6.1388 0.4339 2.5150 0.8 0.4 -1.1 -0.171
C -6.9674 -0.1286 1.2567 0.6 -0.1 0.5 -0.165
C -6.5802 -1.6372 1.0031 -0.1 -0.2 0.1 -0.225
O -6.7628 -2.4413 2.1981 -0.3 -0.1 -0.6 -0.247
C -7.1331 -3.7883 1.8646 0.0 0.3 -0.4 -0.124
C 3.6959 -0.5874 2.0650 2.5 1.7 0.1 -0.257
C 2.9399 -0.8568 0.7013 -1.5 -0.2 1.3 -0.057
C 1.7662 -1.9100 0.7743 0.3 0.2 -1.8 -0.234
O 1.2026 -2.1826 -0.2768 0.5 0.2 1.7 0.029
C 4.6919 0.6060 1.6408 -0.1 0.0 -0.2 -0.165
O 5.6013 0.1897 0.5946 -0.5 0.8 0.2 -0.185
C 5.8746 1.2656 -0.3178 -0.2 0.7 -1.4 -0.246
C 4.9408 1.1780 -1.6176 0.1 -0.7 0.7 -0.077
H 8.3114 -1.5941 2.9139 -1.8 0.5 0.5 0.069
H 4.1384 -3.2483 1.0429 0.7 -0.1 1.2 0.126
H 3.5038 -3.7563 2.6498 1.1 0.3 -0.7 0.138
H 6.1316 -4.2238 3.4845 -2.0 -0.7 -0.6 0.117
H 5.8443 -6.1658 1.4539 2.0 1.0 0.5 0.059
H 6.5382 -4.5362 0.5508 -2.2 -0.9 0.1 0.067
H 2.0569 1.8625 2.4958 -0.2 -1.3 0.5 0.132
H 1.5384 1.4488 4.1686 0.3 -0.6 -1.3 0.099
H 0.2191 -0.7369 2.9937 0.5 1.1 -0.1 0.118
H 0.3440 0.3483 1.5532 -0.1 -0.1 1.3 0.107
H -1.1786 0.9132 4.2373 0.2 0.4 -1.2 0.115
H -0.7719 2.2302 2.9573 -0.2 -1.0 0.7 0.113
H -1.7969 -0.3116 1.7016 -0.5 1.2 0.4 0.107
H -2.2826 1.3866 1.3116 0.1 -0.6 1.1 0.107
H -3.5677 0.8088 3.9678 0.1 -0.4 -1.0 0.110
H -3.5995 -0.7748 2.9909 0.1 1.4 0.4 0.115
H -4.5806 1.9014 1.6807 -0.1 -1.1 0.8 0.093
H -4.5365 0.2269 1.0135 0.0 0.8 1.0 0.099
H -6.6082 1.3516 2.9667 0.2 -1.0 -0.4 0.108
H -5.9930 -0.3431 3.3156 -0.5 0.7 -0.9 0.103
H -8.0700 0.0515 1.3930 1.0 -0.6 -0.1 0.110
H -6.6459 0.4374 0.3247 -0.5 -0.6 1.2 0.099
H -5.4762 -1.7300 0.7346 -1.3 0.3 0.0 0.128
H -7.2030 -2.1129 0.1758 0.7 0.8 0.8 0.121
H -6.3716 -4.2251 1.1464 -0.8 0.3 0.7 0.094
H -8.1525 -3.7399 1.3552 1.1 -0.5 0.6 0.097
H -7.1500 -4.4041 2.8055 -0.1 0.7 -1.0 0.094
H 2.4571 0.1332 0.4092 0.5 -1.2 0.3 0.136
H 3.6083 -1.1406 -0.1550 -0.4 0.2 1.1 0.128
H 1.4855 -2.4279 1.7395 0.3 0.6 -0.6 0.130
H 4.0454 1.4311 1.1928 0.6 -0.8 0.9 0.127
H 5.3155 0.9820 2.4986 -0.9 -0.3 -0.7 0.115
H 5.7307 2.2824 0.1748 0.3 -1.3 -0.4 0.123
H 6.9399 1.2074 -0.6954 -1.1 -0.2 0.8 0.123
H 3.9443 1.6867 -1.4561 1.1 -0.4 -0.3 0.073
H 5.4720 1.5526 -2.5370 -0.7 -0.2 1.0 0.073
H 4.7251 0.0790 -1.7737 0.3 1.2 0.0 0.072
C 2.1743 -0.7406 -5.6427 0.0 0.3 0.0 -0.059
C 3.3908 -1.5019 -6.1300 -0.5 -0.4 0.5 -0.201
O 4.1117 -0.7342 -7.1084 0.7 0.5 -0.2 0.027
C 4.9633 0.1823 -6.6253 -0.9 -1.0 0.8 -0.379
O 5.1459 0.3932 -5.4589 0.3 0.3 -0.5 0.160
C 5.6953 0.8822 -7.7715 0.7 0.9 -1.3 -0.519
F 4.8680 1.2181 -8.7798 0.0 -0.3 0.5 0.157
F 6.6522 0.0951 -8.3021 -0.4 -0.1 0.4 0.159
F 6.2993 2.0139 -7.3774 -0.3 -0.5 0.3 0.160
H 1.5459 -0.4427 -6.4851 0.0 -0.2 0.0 0.084
H 1.5834 -1.3538 -4.9604 0.1 0.0 0.0 0.084
H 2.4652 0.1741 -5.1225 0.0 -0.1 0.1 0.076
H 3.0749 -2.4215 -6.6245 0.2 0.2 -0.2 0.126
H 4.0428 -1.7886 -5.3023 0.1 0.2 -0.1 0.125
C -8.5145 3.9949 -3.0881 0.1 -0.3 0.0 -0.061
C -7.5778 4.9884 -2.4305 -0.6 0.3 -0.4 -0.202
O -6.6880 4.3207 -1.5212 0.8 -0.3 0.2 0.025
C -5.5987 3.7601 -2.0684 -1.1 0.8 -0.7 -0.376
O -5.3370 3.7797 -3.2382 0.4 -0.3 0.6 0.172
C -4.7228 3.1355 -0.9814 1.0 -0.9 1.1 -0.507
F -5.4405 2.4376 -0.0781 -0.3 0.7 -1.0 0.120
F -4.0415 4.0718 -0.2904 -0.4 0.1 -0.4 0.160
F -3.8094 2.2880 -1.4795 -0.5 0.4 -0.2 0.163
H -9.0482 3.4136 -2.3328 0.0 0.2 0.0 0.084
H -9.2422 4.5095 -3.7176 0.1 0.0 0.1 0.083
H -7.9627 3.2843 -3.7065 0.0 0.1 0.0 0.078
H -8.1543 5.7004 -1.8383 0.2 -0.2 0.2 0.126
H -7.0184 5.5637 -3.1711 0.2 -0.2 0.1 0.126

Record 2
22
Properties=species:S:1:pos:R:3:forces:R:3:lowdin_charge:R:1 method="wB97M-V/def2-TZVPD" de_lowest_kj_mol=463.63 smiles=c1ccncc1.c1ccncc1 spin_multiplicity=1 homo_lumo_gap_ev=9.9 homo_ha=-0.32979 mol_weight_da=158.2
C -1.7159 0.2471 0.7008 3.0 -1.6 3.1 -0.192
C -2.5745 0.5324 1.8439 -2.3 1.7 -4.0 -0.019
C -3.8076 1.1293 1.4466 1.4 0.3 2.2 -0.042
C -4.1272 1.1584 0.0585 0.2 0.0 6.5 -0.130
C -3.3108 0.7195 -0.8072 4.7 -0.5 -4.4 -0.157
C 3.1059 -0.9794 0.8106 1.7 0.4 4.2 -0.189
C 4.0554 -1.4859 -0.0125 -2.2 2.0 -2.7 -0.063
C 3.7907 -1.1483 -1.3246 -1.5 -0.3 -0.6 -0.070
C 2.5997 -0.5181 -1.7482 1.9 -0.5 -1.8 -0.080
C 1.8503 0.1041 -0.7889 -3.1 0.9 -3.6 -0.200
H -0.6688 -0.2298 0.6378 -1.3 0.9 1.9 0.110
H -2.3792 0.5750 2.8617 1.0 -0.5 1.5 0.065
H -4.4184 1.6806 2.2879 0.9 -1.4 -2.0 0.138
H -5.0361 1.3465 -0.2285 -5.1 1.6 -1.4 0.052
H -3.6441 0.7921 -1.8530 0.7 -0.5 0.2 0.121
H 3.3940 -0.8927 1.9491 -1.2 -0.8 -1.9 0.142
H 4.9505 -1.9160 0.1558 2.6 -1.5 1.4 0.070
H 4.4848 -1.4011 -2.0680 0.8 -0.6 -1.1 0.084
H 2.3955 -0.5536 -2.8356 0.1 0.7 0.8 0.108
H 0.8974 0.8932 -1.2117 2.7 -2.5 2.0 0.180
N -1.9847 0.4307 -0.5157 -3.2 0.0 -3.7 0.046
N 2.1031 -0.2661 0.4057 -1.8 2.1 3.5 0.027

Record 3
15
Properties=species:S:1:pos:R:3:forces:R:3:lowdin_charge:R:1 method="wB97M-V/def2-TZVPD" de_lowest_kj_mol=287.29 smiles="C=C(C)O.C=C=O" spin_multiplicity=1 homo_lumo_gap_ev=8.5 homo_ha=-0.30327 mol_weight_da=100.1
C -0.7289 -0.1930 0.1006 -1.5 -1.7 1.5 -0.502
C -0.2184 -1.2335 0.8190 -0.8 1.1 -1.1 0.079
C 2.0378 0.6611 0.8825 -1.1 -0.2 0.4 -0.005
C -1.3841 -0.3645 -1.2418 0.9 0.5 -0.3 -0.033
C 1.4309 0.5954 -0.3009 3.2 1.9 -0.9 -0.318
O -1.1147 0.9294 0.8140 0.2 -0.1 -0.3 0.018
O 1.4301 0.8868 -1.4510 -1.1 -1.3 0.9 0.124
H -1.2678 1.6519 0.1943 -0.1 0.0 0.0 0.112
H -0.1473 -1.1885 1.8921 0.4 0.2 0.1 0.080
H 0.0392 -2.1555 0.3283 -0.1 -0.1 -0.1 0.079
H 3.0892 0.8855 0.9538 0.0 0.2 -0.5 0.059
H 1.4503 0.6931 1.7823 0.0 -0.5 0.1 0.047
H -2.4698 -0.3154 -1.1478 0.1 -0.2 0.2 0.093
H -1.0827 0.4382 -1.9165 0.0 0.1 -0.1 0.076
H -1.0638 -1.2910 -1.7092 -0.1 -0.1 0.0 0.089

Record 4
18
Properties=species:S:1:pos:R:3:forces:R:3:lowdin_charge:R:1 method="wB97M-V/def2-TZVPD" de_lowest_kj_mol=480.44 spin_multiplicity=1 homo_lumo_gap_ev=8.8 homo_ha=-0.37012 mol_weight_da=101.1
C 1.3013 -0.1812 -0.7632 0.7 1.1 0.0 0.052
C 2.3246 -1.0302 -0.1333 0.0 0.0 0.2 -0.120
O -0.4882 -0.6385 0.7268 -0.3 0.4 0.5 -0.183
H -0.1081 0.2205 1.0678 -0.5 -0.9 -0.3 -0.001
H 1.5811 0.7504 -1.2310 0.3 -0.1 -0.1 0.064
H 0.4928 -0.6734 -1.2814 -0.3 0.1 0.5 0.085
H 3.1083 -0.4504 0.3453 0.0 0.0 -0.1 0.083
H 2.7471 -1.6530 -0.9380 0.0 0.1 0.0 0.103
H 1.8815 -1.7141 0.5894 0.0 0.0 -0.1 0.088
C -1.8828 -0.5138 0.4507 0.1 0.1 0.3 -0.294
C -2.2349 0.7273 -0.3588 0.1 -0.2 0.0 -0.086
C 1.1676 1.4842 0.8272 0.3 -0.4 -0.9 -0.222
N 1.6897 2.4898 1.0773 -0.2 -0.3 0.0 -0.010
H -2.4253 -0.5110 1.4037 -0.1 0.0 -0.1 0.112
H -2.1696 -1.4237 -0.0824 0.0 0.1 0.0 0.111
H -3.3119 0.7609 -0.5379 0.1 0.0 0.0 0.075
H -1.7333 0.7202 -1.3288 0.0 0.0 0.0 0.068
H -1.9400 1.6358 0.1667 0.0 0.0 0.0 0.074